1.
Entry from OMol25: a gas-phase ion, C5H16N3 (charge +1) in a non-equilibrium geometry (ωB97M-V with the def2-TZVPD basis set).

Atoms and positions in Å:
C  -0.57830  -1.91675  0.24763
C  -0.72497  -1.25268  -1.11111
N  -2.03062  -0.42950  -1.10087
C  0.43512  -0.24807  -1.34627
N  0.12841  1.12404  -0.93627
C  0.02543  1.54470  0.49105
C  1.19592  1.49786  1.43071
N  1.72061  0.19636  1.84621
H  -0.36488  -1.21268  1.05009
H  0.23161  -2.65131  0.27180
H  -1.45474  -2.54781  0.45941
H  -0.81769  -2.06311  -1.81549
H  -2.64991  -0.86409  -1.78585
H  -1.77260  0.52114  -1.39460
H  -2.50139  -0.59665  -0.21212
H  1.36591  -0.64691  -0.91639
H  0.79771  -0.31854  -2.38109
H  0.75424  1.84184  -1.26779
H  -0.93935  1.22639  0.94750
H  -0.21857  2.59922  0.29842
H  0.86757  1.99012  2.35289
H  1.99541  2.15239  1.04256
H  2.22383  0.20241  2.72112
H  2.31124  -0.14836  1.10845

Orbital gap   9.4 eV
E_HOMO   -12.560 eV
Net charge   +1
SMILES string   C[C@@H]([NH3+])CNCCN
LUMO   -3.1 eV

Atom charges from the natural (NBO) analysis, given in e for atoms 1 to 2: -0.66 -0.05



2.
Entry from OMol25: 3 unconnected molecules or ions with the total composition C5H16N4 in a non-equilibrium geometry (ωB97M-V with the def2-TZVPD basis set).

Atoms and positions in Å:
C  -3.84990  3.10615  -4.45720
C  -2.54129  3.24494  -4.53742
C  -4.77096  2.39742  -3.46189
C  6.18068  -4.62136  8.13733
C  6.07745  -5.75633  7.09323
N  -1.64430  4.08022  -5.02079
N  5.74903  -6.97479  7.20761
N  -4.69578  4.26682  -5.01223
N  -1.85312  1.50611  -3.35800
H  -5.21034  3.31430  -3.03409
H  -5.56364  1.81629  -4.05503
H  -4.05882  1.84517  -2.82056
H  5.65074  -4.95577  9.06677
H  5.69537  -3.66027  7.66248
H  7.24787  -4.62537  8.28237
H  6.24909  -5.39858  6.06174
H  -0.78451  4.19874  -4.49827
H  -1.71841  4.34454  -5.97343
H  5.82139  -7.77834  6.61863
H  5.55883  -7.28746  8.14834
H  -5.75696  3.96418  -4.85535
H  -4.61401  4.65029  -5.95666
H  -4.73962  5.18037  -4.49652
H  -1.18355  0.95468  -3.82684
H  -1.24524  2.18805  -2.91423

Orbital gap (alpha / beta)   7.8 / 7.8 eV
E_HOMO (alpha / beta)   -13.747 / -13.745 eV
Net charge   +2
LUMO (alpha / beta)   -6.0 / -6.0 eV

Atom charges from the natural (NBO) analysis, given in e for atoms 1 to 2: 0.00 0.39



The records above give, respectively, energy relative to the best compared isomer or geometry (same formula, charge and spin) values of 45.4, 68.2 kcal/mol.